(1)
Below is a single C5H10O molecule, with properties calculated with the ωB97M-V functional and the def2-TZVPD basis.

Atoms and positions in Å:
C 2.29 -1.00 0.33
C 1.09 -0.48 -0.41
C 0.17 0.37 0.06
O 0.20 0.97 1.28
C -1.08 0.75 -0.69
C -2.33 0.23 0.04
H 2.37 -0.61 1.36
H 2.25 -2.09 0.42
H 3.23 -0.74 -0.18
H 0.94 -0.87 -1.41
H 1.01 0.72 1.74
H -1.13 1.84 -0.78
H -1.03 0.33 -1.70
H -3.24 0.50 -0.51
H -2.39 0.66 1.04
H -2.29 -0.86 0.14

Calculated values
Total charge: 0
Energy above the lowest of the compared OMol25 structures with the same formula, charge and spin (eV): 0.5237
Maximum force (hartree/bohr): 0.0077
HOMO level (Ha): -0.312
Structure (SMILES): C/C=C(\O)CC

(2)
Below is 2 unconnected molecules or ions with the total composition C3H5O3, with properties calculated with the ωB97M-V functional and the def2-TZVPD basis.

Atoms and positions in Å:
C -2.32 0.10 0.70
C 1.06 0.93 -0.87
C 1.35 -0.39 -0.62
O 0.98 2.02 -1.02
O 1.25 -0.73 0.78
O -1.58 0.36 -0.23
H -3.26 0.67 0.84
H -2.25 -0.79 1.23
H 2.33 -0.87 -1.06
H 0.50 -0.93 -1.14
H 1.93 -0.36 1.39

Calculated values
Total charge: +1
Energy above the lowest of the compared OMol25 structures with the same formula, charge and spin (eV): 1.4846
Maximum force (hartree/bohr): 0.1047
HOMO level (Ha): -0.527

(3)
Below is 10 unconnected molecules or ions with the total composition H20O10, with properties calculated with the ωB97M-V functional and the def2-TZVPD basis.

Atoms and positions in Å:
O 3.12 -0.17 -0.04
H 2.64 0.38 -0.73
H 3.19 -1.06 -0.30
O -3.28 -0.46 0.09
H -2.47 -0.73 0.33
H -3.77 -0.51 0.93
O -0.93 -2.19 2.16
H -0.01 -2.57 2.29
H -1.08 -1.37 2.65
O -1.86 2.47 0.36
H -2.52 2.89 -0.16
H -2.24 2.61 1.10
O -0.63 -0.13 0.01
H -0.89 0.84 0.35
H 0.14 -0.30 0.58
O -1.12 0.46 -2.47
H -1.15 0.13 -1.63
H -1.37 -0.20 -3.01
O 0.21 -3.27 -1.69
H 0.99 -3.35 -1.21
H -0.47 -2.75 -0.99
O 1.42 2.60 0.79
H 1.83 2.11 0.05
H 1.36 1.69 1.21
O 1.35 0.06 2.19
H 1.76 0.00 3.01
H 1.81 0.01 1.41
O 1.62 1.09 -2.12
H 1.70 0.93 -3.15
H 0.65 0.78 -2.00

Calculated values
Total charge: 0
Energy above the lowest of the compared OMol25 structures with the same formula, charge and spin (eV): 5.1478
Maximum force (hartree/bohr): 0.1865
HOMO level (Ha): -0.398
Structure (SMILES): O.O.O.O.O.O.O.O.O.O

(4)
Below is a single C5H10N2 molecule, with properties calculated with the ωB97M-V functional and the def2-TZVPD basis.

Atoms and positions in Å:
C -1.53 2.41 -1.68
N -0.44 1.79 -1.94
C -0.12 0.50 -1.46
C 0.14 0.17 -0.14
C 0.82 -1.15 0.23
C 0.22 -1.91 1.47
N 0.87 -1.32 2.66
H -2.43 2.11 -1.27
H -1.50 3.51 -1.98
H 0.16 -0.22 -2.26
H -0.11 0.65 0.76
H 1.83 -0.82 0.59
H 0.88 -1.74 -0.62
H 0.28 -3.05 1.42
H -0.81 -1.86 1.46
H 0.83 -0.27 2.75
H 0.70 -1.70 3.61

Calculated values
Total charge: 0
Energy above the lowest of the compared OMol25 structures with the same formula, charge and spin (eV): 2.6861
Maximum force (hartree/bohr): 0.0908
HOMO level (Ha): -0.311
Structure (SMILES): C=N/C=C/CCN